# 1
The following is a DFT calculation (ωB97M-V with the def2-TZVPD basis set) of a molecular structure, C32H22BiN6O4.

- energy relative to the best compared isomer or geometry (same formula, charge and spin) (kJ/mol) = 227.47
- orbital gap (alpha / beta) (eV) = 5.48 / 4.78
- calculated total energy (eV) = -56511.83044
- HOMO level (alpha / beta) (eV) = -3.2428 / -2.6027
- total charge = -1
- strongest force on any atom (eV/Å) = 0.37

Each line ends with the Löwdin charge.
Cartesian coordinates (Å):
Bi 0.240 -0.599 -1.296  1.864
O -3.885 0.871 -3.251  0.046
C -2.899 0.580 -2.328  -0.540
O -1.757 0.324 -2.786  -0.170
C -3.297 0.636 -1.000  -0.208
C -4.657 0.707 -0.615  -0.043
C -5.065 0.301 0.613  -0.100
C -4.070 -0.247 1.497  -0.045
C -2.746 -0.186 1.231  -0.139
N -2.300 0.435 0.047  -0.035
C -1.732 -0.589 2.242  -0.443
O -2.190 -0.716 3.520  0.095
O -0.566 -0.762 2.025  0.109
H -3.426 0.796 -4.096  0.101
H -5.374 1.032 -1.358  0.111
H -6.107 0.304 0.896  0.082
H -4.407 -0.760 2.390  0.106
H -3.073 -0.334 3.574  0.079
C 2.882 2.172 -3.781  -0.099
C 3.996 2.562 -3.009  -0.097
C 4.200 2.004 -1.783  -0.030
C 3.300 1.018 -1.276  -0.391
N 2.230 0.669 -2.035  -0.077
C 2.042 1.239 -3.238  -0.192
N 3.554 0.518 -0.067  0.128
C 2.926 -0.499 0.523  -0.295
N 1.825 -1.259 0.141  -0.056
C 1.644 -2.287 1.051  -0.324
N 0.784 -3.297 1.074  0.138
C -0.354 -3.433 0.400  -0.362
C -1.045 -4.677 0.548  -0.025
C -2.254 -4.879 -0.040  -0.095
C -2.840 -3.854 -0.811  -0.089
C -2.137 -2.690 -0.940  -0.169
N -0.938 -2.469 -0.361  -0.064
C 2.661 -2.170 2.059  -0.125
C 2.932 -2.942 3.192  -0.024
C 3.991 -2.568 3.989  -0.106
C 4.783 -1.442 3.667  -0.107
C 4.522 -0.685 2.547  -0.029
C 3.440 -1.056 1.744  -0.126
H 2.677 2.599 -4.752  0.088
H 4.687 3.307 -3.386  0.096
H 5.037 2.277 -1.156  0.102
H 1.144 0.925 -3.764  0.091
H -0.566 -5.429 1.159  0.102
H -2.767 -5.825 0.090  0.096
H -3.805 -3.966 -1.282  0.092
H -2.534 -1.863 -1.521  0.091
H 2.316 -3.801 3.423  0.105
H 4.222 -3.139 4.880  0.087
H 5.608 -1.174 4.317  0.087
H 5.123 0.176 2.286  0.102
C -0.999 0.912 -0.126  -0.261
C -0.776 2.318 -0.329  -0.231
C -1.813 3.271 -0.398  -0.021
C -1.532 4.617 -0.547  -0.098
C -0.219 5.072 -0.612  -0.110
C 0.818 4.153 -0.488  -0.088
C 0.543 2.808 -0.339  -0.053
H -2.842 2.943 -0.353  0.104
H -2.352 5.322 -0.613  0.095
H -0.009 6.127 -0.731  0.089
H 1.850 4.484 -0.490  0.099
H 1.356 2.122 -0.162  0.081


# 2
The following is a DFT calculation (ωB97M-V with the def2-TZVPD basis set) of C5H13N in the gas phase at a distorted geometry.

- energy relative to the best compared isomer or geometry (same formula, charge and spin) (kJ/mol) = 213.84
- orbital gap (eV) = 10.21
- calculated total energy (eV) = -6883.98097
- HOMO level (eV) = -8.9585
- strongest force on any atom (eV/Å) = 6.77
- SMILES = CCCCCN

Each line ends with the Löwdin charge.
Cartesian coordinates (Å):
C -0.330 -1.873 2.187  -0.149
C -0.573 -1.117 0.819  -0.257
C 0.459 0.047 0.970  -0.194
C 0.100 1.227 -0.051  -0.198
C 0.646 1.232 -1.453  -0.271
N -0.245 0.571 -2.438  0.020
H 0.782 -2.181 2.233  0.087
H -1.136 -2.703 2.280  0.088
H -0.333 -1.101 3.022  0.068
H -0.476 -1.895 0.035  0.106
H -1.614 -0.761 0.697  0.098
H 1.370 -0.419 0.719  0.082
H 0.519 0.495 1.933  0.086
H 0.179 2.150 0.477  0.086
H -0.981 1.243 -0.249  0.093
H 1.567 0.487 -1.339  0.133
H 1.217 2.011 -1.840  0.072
H 0.021 0.662 -3.299  -0.025
H -1.208 0.915 -2.440  0.075


# 3
The following is a DFT calculation (ωB97M-V with the def2-TZVPD basis set) of 2 unconnected molecules or ions with the total composition C5H7NOS3 at a distorted geometry.

- energy relative to the best compared isomer or geometry (same formula, charge and spin) (kJ/mol) = 120.88
- orbital gap (eV) = 8.85
- calculated total energy (eV) = -41338.54103
- HOMO level (eV) = -8.8450
- strongest force on any atom (eV/Å) = 1.17
- SMILES = C#C/C=N/S.OC(=S)CS

Each line ends with the Löwdin charge.
Cartesian coordinates (Å):
C 0.054 0.358 -1.697  0.081
C -0.876 0.973 -2.154  -0.114
C -1.990 1.657 -2.738  -0.340
N -2.333 2.810 -2.304  -0.370
S -3.673 3.529 -3.073  0.717
H 0.894 -0.196 -1.265  0.011
H -2.511 1.137 -3.556  0.104
H -3.650 4.638 -2.325  -0.151
O 2.980 -0.969 2.842  0.003
C 1.765 -0.940 2.305  -0.955
S 1.145 0.348 1.516  0.730
C 1.057 -2.254 2.493  -0.560
S 1.478 -3.424 1.166  0.730
H 3.408 -0.117 2.650  0.108
H -0.020 -2.097 2.534  0.073
H 1.393 -2.720 3.422  0.080
H 0.879 -2.735 0.183  -0.147


# 4
The following is a DFT calculation (ωB97M-V with the def2-TZVPD basis set) of a molecular structure, C36H72Cl2NiO21 at a distorted geometry.

- energy relative to the best compared isomer or geometry (same formula, charge and spin) (kJ/mol) = 0.00
- orbital gap (alpha / beta) (eV) = 9.29 / 9.32
- calculated total energy (eV) = -147584.56092
- HOMO level (alpha / beta) (eV) = -8.8350 / -8.8756
- spin multiplicity = 3
- <S²> = 2.00
- strongest force on any atom (eV/Å) = 4.24

Each line ends with the Löwdin charge.
Cartesian coordinates (Å):
Ni -0.173 0.531 0.349  0.321
Cl 0.885 2.111 1.837  -0.089
Cl 1.036 -1.577 0.279  -0.016
C -0.719 -2.057 3.686  -0.024
C -2.098 -2.551 3.082  -0.169
O -3.007 -1.484 2.976  -0.017
C -2.892 -0.506 1.995  -0.425
O -1.881 -0.236 1.300  0.002
O -3.988 0.255 1.930  0.006
C -5.134 -0.007 2.659  -0.048
H -0.879 -1.335 4.487  0.065
H -0.076 -1.581 2.946  0.027
H -0.190 -2.902 4.128  0.071
H -2.573 -3.357 3.641  0.111
H -1.960 -2.923 2.067  0.106
H -5.988 0.522 2.237  0.103
H -4.932 0.324 3.678  0.094
H -5.390 -1.067 2.666  0.104
C 4.047 2.963 -0.330  -0.036
C 3.769 1.833 -1.359  -0.181
O 2.825 2.221 -2.359  0.028
C 1.530 1.884 -2.286  -0.494
O 0.957 1.351 -1.341  0.018
O 0.937 2.006 -3.537  -0.042
C 1.375 2.955 -4.567  -0.001
H 3.099 3.271 0.112  0.037
H 4.511 3.839 -0.783  0.070
H 4.682 2.455 0.397  0.073
H 3.434 0.899 -0.907  0.109
H 4.746 1.539 -1.741  0.125
H 1.586 3.914 -4.093  0.062
H 0.617 3.133 -5.331  0.093
H 2.288 2.636 -5.068  0.095
C -0.380 0.115 -6.977  -0.034
C 1.040 -0.478 -7.197  -0.172
O 1.893 -0.135 -6.105  0.022
C 1.971 -0.888 -5.048  -0.631
O 1.225 -1.828 -4.856  0.113
O 2.985 -0.488 -4.301  0.009
C 3.384 -1.248 -3.159  -0.027
H -1.158 -0.279 -7.631  0.076
H -0.472 1.198 -7.055  0.066
H -0.605 -0.083 -5.929  0.060
H 1.540 -0.082 -8.080  0.118
H 1.155 -1.556 -7.309  0.124
H 4.425 -1.015 -2.938  0.094
H 3.580 -2.271 -3.479  0.092
H 2.636 -1.250 -2.365  0.074
C -4.032 4.065 2.553  -0.056
C -2.838 3.542 1.864  -0.229
O -3.001 3.771 0.464  0.066
C -2.483 2.990 -0.444  -0.474
O -1.720 2.026 -0.214  0.020
O -2.756 3.500 -1.693  -0.008
C -2.227 2.954 -2.858  -0.042
H -3.721 4.283 3.575  0.071
H -4.818 3.310 2.522  0.084
H -4.270 5.035 2.117  0.093
H -2.729 2.483 2.095  0.107
H -1.956 4.082 2.210  0.130
H -1.160 2.831 -2.670  0.079
H -2.333 3.674 -3.669  0.106
H -2.696 2.008 -3.127  0.094
C 4.677 -4.036 -0.547  -0.046
C 5.620 -3.487 0.548  -0.201
O 5.191 -2.267 1.121  0.059
C 5.441 -1.170 0.477  -0.537
O 6.090 -1.044 -0.574  0.087
O 4.982 -0.095 1.203  -0.040
C 4.120 -0.067 2.275  -0.089
H 4.986 -4.927 -1.093  0.081
H 4.667 -3.300 -1.351  0.056
H 3.673 -4.174 -0.145  0.062
H 6.616 -3.506 0.105  0.123
H 5.686 -4.262 1.312  0.120
H 3.887 0.953 2.581  0.085
H 4.481 -0.679 3.102  0.092
H 3.199 -0.567 1.975  0.048
C -4.373 -2.911 6.125  -0.054
C -4.132 -1.487 6.607  -0.190
O -3.406 -0.761 5.615  0.001
C -2.894 0.420 5.975  -0.610
O -2.723 0.872 7.060  0.155
O -2.382 0.979 4.887  -0.002
C -1.741 2.216 4.949  -0.046
H -4.670 -3.574 6.938  0.078
H -3.462 -3.431 5.828  0.068
H -5.050 -3.008 5.276  0.080
H -3.629 -1.409 7.571  0.127
H -5.066 -0.931 6.686  0.128
H -1.318 2.458 5.924  0.101
H -2.452 3.012 4.730  0.075
H -0.942 2.346 4.219  0.061
C -1.741 -2.014 -3.122  -0.165
C -3.130 -1.709 -2.679  -0.172
C -2.838 -1.209 -1.275  -0.181
O -1.645 -0.414 -1.456  -0.204
C -1.060 -0.727 -2.712  -0.213
H -1.530 -2.165 -4.181  0.113
H -1.310 -2.875 -2.613  0.126
H -3.851 -2.519 -2.784  0.119
H -3.565 -0.915 -3.286  0.115
H -2.852 -1.966 -0.490  0.121
H -3.737 -0.619 -1.099  0.118
H 0.016 -0.896 -2.670  0.095
H -1.326 0.142 -3.312  0.110
C 2.513 6.527 -1.158  -0.161
C 1.326 6.133 -0.285  -0.141
C 0.472 5.162 -1.172  -0.134
O 0.762 5.705 -2.506  -0.173
C 2.189 5.976 -2.528  -0.195
H 3.340 5.994 -0.689  0.095
H 2.641 7.609 -1.143  0.112
H 0.757 6.991 0.073  0.111
H 1.720 5.460 0.476  0.095
H -0.596 5.211 -0.961  0.115
H 0.786 4.119 -1.125  0.095
H 2.412 6.636 -3.366  0.121
H 2.667 5.025 -2.764  0.092
C 0.726 -6.041 0.395  -0.187
C 0.618 -7.071 1.459  -0.183
C -0.643 -6.683 2.292  -0.112
O -1.262 -5.592 1.449  -0.156
C -0.200 -4.937 0.818  -0.273
H 0.500 -6.538 -0.548  0.115
H 1.774 -5.747 0.333  0.100
H 1.502 -7.098 2.096  0.107
H 0.492 -8.042 0.979  0.106
H -0.340 -6.322 3.275  0.107
H -1.318 -7.538 2.329  0.109
H 0.363 -4.260 1.461  0.085
H -0.632 -4.279 0.064  0.103